Formula: C95H216N12O17
Source: the Open Molecules 2025 dataset
Level of theory: ωB97M-V/def2-TZVPD

Results
Calculated total energy: -154697.4188 eV
Orbital gap: 8.68 eV
Multiplicity: 1
Charge: 0
LUMO level: 0.5 eV
HOMO level: -8.21 eV

Cartesian coordinates (Å):
O (-4.5751, -2.3211, -4.6770)
O (3.1453, -1.6955, -6.4245)
O (-0.8451, -3.0730, 2.7554)
O (-6.0412, 0.8659, 4.9887)
O (1.2822, -1.4124, 1.5497)
O (-2.6657, -4.4120, -5.9716)
O (-3.4957, -3.2140, 1.1482)
O (1.6769, 5.1582, 3.4151)
O (3.4769, 1.0039, 0.5562)
O (6.6418, -0.2430, 5.8374)
O (-5.9222, 3.3389, 3.3117)
O (0.0567, 1.8043, -8.0398)
O (-0.0151, 3.9183, 6.2170)
O (6.4945, -5.8398, -4.1488)
O (-1.1099, 4.9434, 3.2895)
O (-6.8772, 4.0771, -3.6373)
O (-3.1389, -4.1659, -3.0002)
N (-1.1233, -3.9984, 3.8721)
N (0.9119, -0.2020, 0.9908)
N (4.4817, 0.5894, -0.3050)
N (-3.7411, 2.8189, 3.1081)
N (3.6796, 4.0580, 3.1939)
N (-2.3729, -4.4625, -7.4228)
N (-5.7668, 5.0575, -3.5632)
N (5.5946, -0.6406, 6.7548)
N (2.4882, 4.0531, 5.1801)
N (-4.4898, 5.0478, 2.7525)
N (-1.7245, 6.2039, 2.9021)
N (5.2348, -5.7147, -3.4061)
C (-5.2245, -1.7246, 2.2513)
C (-0.6278, 1.9298, -0.0774)
C (6.1196, -7.4574, -1.9724)
C (7.0912, 0.9659, -1.1515)
C (5.5969, -0.0277, 0.5467)
C (-1.6560, 7.1899, 4.0343)
C (3.1912, -4.6773, -3.0890)
C (-1.8053, 3.3303, -7.9728)
C (2.5963, 4.5192, 3.9176)
C (6.7447, -0.2621, -0.3618)
C (4.0343, -2.4304, 7.4588)
C (-5.2755, -0.0754, -5.0476)
C (-3.1955, 5.8798, -3.8725)
C (2.8829, -1.4216, 7.3810)
C (0.0153, 2.0962, 1.2449)
C (-1.2075, 6.7190, 1.5934)
C (-1.0157, 2.2408, -7.2723)
C (-1.5367, 5.6605, 0.5706)
C (-1.3529, -3.1394, 5.0825)
C (-0.3329, -1.9907, 5.3866)
C (-0.1410, -5.9010, 2.5559)
C (5.9733, 1.3503, -2.0988)
C (5.2841, 1.6619, 7.3391)
C (-2.1265, -2.1027, -7.5164)
C (4.2354, -6.0342, -1.1831)
C (5.1841, -3.1817, -3.7532)
C (3.4457, -0.0287, 7.7314)
C (-0.7570, -4.5315, -2.5182)
C (4.7816, 1.7013, -1.2095)
C (-1.3645, -3.3742, -7.7974)
C (-0.2766, 7.5895, 4.5126)
C (-1.7258, -5.9763, -9.3145)
C (-2.0048, 9.0166, 2.3817)
C (-5.2776, 1.0890, 6.2012)
C (-3.7249, 5.6919, -2.4672)
C (-2.0395, -5.8858, -7.7552)
C (1.9246, -0.4229, -4.8392)
C (1.3759, -4.5401, 4.0077)
C (4.9861, -1.2799, 1.0302)
C (-3.6893, -0.6258, -3.2566)
C (-2.3961, 6.5802, 5.2039)
C (-4.3111, 3.1405, -2.8636)
C (-4.8796, -1.7736, -0.2838)
C (0.3074, -0.4797, -0.3966)
C (1.4149, 1.0885, 2.9686)
C (-3.2831, -6.7046, -7.5912)
C (-0.9921, 0.2257, 2.5817)
C (-0.6257, 3.3621, 7.3650)
C (0.3773, 2.2888, 7.8933)
C (-2.7800, -2.4859, 4.9056)
C (3.6066, 1.6655, -2.1555)
C (-1.1431, -1.1292, -0.4123)
C (2.8463, -0.3527, -6.0754)
C (4.6505, 0.3846, 6.7848)
C (4.1488, -4.8026, -5.3762)
C (-0.1180, -5.0467, 3.8526)
C (-5.5805, 4.5006, -1.2302)
C (1.2643, -1.2125, -1.2700)
C (3.4001, -4.7728, -1.6270)
C (-5.3448, 5.4139, -4.9457)
C (0.1519, 0.9525, -0.9631)
C (-2.2363, -4.5600, -1.9418)
C (4.8001, -2.4302, 5.0823)
C (-4.8069, 3.7360, 3.1087)
C (-5.4055, -0.1477, 7.0342)
C (-4.8300, 4.5927, -2.5578)
C (-0.9339, -6.5360, -6.9472)
C (-6.5597, 6.0464, -5.6352)
C (-0.4617, -5.2018, 6.4018)
C (-4.2406, 6.3608, -4.8266)
C (-4.2213, -1.9769, 1.1018)
C (-0.4418, 2.7684, -6.0205)
C (-1.4660, -4.0554, 6.3173)
C (5.5585, -6.0362, -1.9988)
C (-0.4676, -5.9403, 5.0370)
C (-2.5664, -6.0134, -1.4335)
C (-0.0738, -3.2876, -7.0548)
C (5.2608, -2.0761, 6.4665)
C (6.0148, 0.8013, 1.8142)
C (-2.0403, 7.9559, 1.2581)
C (-4.8589, -1.1009, -4.0234)
C (6.4745, -2.8869, 6.8831)
C (-1.9769, 2.7263, 7.1458)
C (4.4921, -4.5977, -3.9283)
C (4.0993, 0.8589, 5.4147)
C (4.1190, 0.4156, -5.7744)
C (-5.7114, 2.2949, 7.0477)
C (-1.1163, -3.5553, -9.3667)
C (-4.9872, 4.0980, -5.7045)
C (-2.5561, 8.4136, 3.6505)
C (0.3596, 0.7676, 1.9301)
C (-0.6792, -4.9324, -9.7566)
C (0.2612, 7.0067, 1.3970)
C (6.6162, -5.1272, -1.3872)
C (4.9953, 3.0811, -0.6661)
H (-3.0034, -7.6919, -7.9379)
H (4.6609, -1.9574, 0.2096)
H (-3.5835, -6.0652, -1.1460)
H (2.3630, -4.9049, -1.2009)
H (-3.0047, -1.9248, 5.8231)
H (1.0009, 1.9010, 3.5276)
H (-2.6058, -1.8286, 4.0459)
H (3.5903, -6.8786, -1.2933)
H (2.4614, -1.4189, 6.3629)
H (-0.8805, -5.9241, 7.1334)
H (-6.4764, 3.8621, -1.2549)
H (-3.9368, 3.8633, -5.6166)
H (2.6993, 0.7668, 7.6096)
H (3.2789, 0.6922, -2.4154)
H (-2.6124, -4.3544, -3.7867)
H (-3.7571, 6.5430, -5.8068)
H (-3.5234, -3.2726, 4.7102)
H (-2.6137, 3.6541, -7.3245)
H (3.9027, 0.0186, 4.7167)
H (-1.0868, -0.8280, 2.9320)
H (-7.2944, 5.3654, -6.0807)
H (0.2302, 8.3352, 3.9076)
H (4.9407, 1.4336, 4.9405)
H (-0.6106, -5.3092, -3.3147)
H (1.3528, 2.7124, 8.0072)
H (-1.8919, -0.4543, 0.0618)
H (7.9456, 0.7111, -1.7614)
H (1.4236, -2.1912, -0.8087)
H (0.9170, 6.1229, 1.3077)
H (-7.6434, 4.6680, -3.4399)
H (-4.8629, 4.2090, -0.4603)
H (1.7756, 0.2620, 3.6290)
H (5.8569, -1.8105, 1.4870)
H (6.3137, -6.5388, -4.7779)
H (0.4959, -4.8162, 6.7074)
H (-4.7500, -0.0536, 7.8505)
H (-6.0468, -0.4387, -5.7103)
H (4.6447, -0.0574, -4.9643)
H (-0.4291, -2.7490, -9.6214)
H (-5.9383, 1.5875, 4.3667)
H (-0.6716, 4.2364, 8.0477)
H (7.5938, -0.6109, 0.1724)
H (-1.5732, -3.2358, 2.1510)
H (2.6345, -3.7361, -3.2684)
H (0.0264, -6.8916, 4.9662)
H (6.7577, -2.5645, 7.8954)
H (-5.7989, -2.3247, -0.4599)
H (-1.5065, -6.2242, 4.8209)
H (5.7907, 3.1408, 0.0778)
H (-2.6598, -5.9432, -9.8630)
H (-0.1736, 4.8963, 3.1244)
H (1.6947, 4.3433, 5.6644)
H (-1.1822, 4.1630, -8.1346)
H (-3.4524, -1.1631, 1.1819)
H (-1.3887, 5.9228, -0.4852)
H (-3.5374, 5.4448, 2.7456)
H (-4.5753, 7.3479, -4.5746)
H (-3.1059, -2.2251, -8.0242)
H (0.9428, 2.6462, 1.1008)
H (0.4119, 6.6958, 4.5228)
H (-5.6450, -1.3072, -3.2361)
H (-1.2140, -6.3764, 2.5311)
H (-2.2741, 6.4802, -3.9727)
H (3.7379, -5.8410, -5.4739)
H (1.7001, -4.1259, 3.0788)
H (0.1483, 3.7098, -6.2131)
H (-5.1282, -0.7194, -0.4821)
H (-7.1692, 6.7797, -5.0505)
H (3.3649, 3.9517, 5.6337)
H (-0.5819, -5.0292, -10.8364)
H (-3.9397, 1.9148, 2.7336)
H (0.3467, -5.0316, -9.4410)
H (0.0530, 1.8603, 8.8373)
H (-4.2866, -2.9394, -4.0037)
H (4.4276, -2.3790, 8.5104)
H (5.0899, 1.0841, 2.3356)
H (4.3921, -5.9416, -0.0755)
H (-5.5879, 3.2234, 6.5116)
H (-2.4057, 2.4803, 8.0843)
H (-0.9622, -6.1175, -5.9532)
H (-0.2370, 8.0567, 5.4780)
H (3.8213, -3.8090, -1.2922)
H (6.0927, 1.9738, 6.7157)
H (-3.0674, 7.6225, 1.0239)
H (-1.1510, -2.0458, 0.1839)
H (3.6222, 4.0885, 2.2073)
H (-2.4953, 7.3129, 6.0392)
H (-1.9679, -6.1176, -0.5128)
H (-2.8635, 4.9096, -4.2842)
H (-1.3751, -3.3017, 7.1711)
H (3.8545, -0.0268, 8.7449)
H (7.2347, -2.6093, 6.1360)
H (0.4045, -2.3952, -7.4184)
H (-1.5790, 8.4370, 0.3704)
H (-5.4684, -2.6849, 2.7326)
H (0.6672, -6.6392, 2.5815)
H (6.5585, 0.1564, 2.5201)
H (-1.9532, 5.6783, 5.5588)
H (4.6481, 0.6281, -6.6898)
H (6.2817, -4.0821, -1.1510)
H (-6.1717, -1.2640, 1.9481)
H (1.8901, -5.4435, 4.3038)
H (-5.9126, 5.4694, -0.9439)
H (-0.0890, -4.8440, -1.7395)
H (7.0674, -5.6120, -0.5135)
H (5.3902, -2.9459, -2.6950)
H (6.2413, 2.2370, -2.6479)
H (3.8914, 2.1284, -3.0739)
H (0.8613, -0.6250, -5.1455)
H (-0.6349, 3.9520, 5.4499)
H (1.3582, -3.7623, 4.7617)
H (-3.3679, 6.2461, 4.8173)
H (-2.2766, 2.9200, -8.9133)
H (-6.2023, 6.7139, -6.4327)
H (0.3651, -2.2933, 6.1538)
H (4.1549, -1.8101, 4.4925)
H (-3.2756, -1.3479, -2.5714)
H (-2.7937, -0.4056, -3.8570)
H (2.2562, 1.4536, 2.4581)
H (2.2513, 0.1586, -6.8590)
H (-6.4454, -0.2209, 7.3361)
H (-1.0203, 9.3854, 2.5549)
H (-0.6013, 2.9220, -0.5601)
H (2.7544, 0.2965, 0.6173)
H (2.2935, -0.7678, -1.2593)
H (-5.6036, 0.8276, -4.5324)
H (-4.3480, 0.1580, -5.5892)
H (4.0520, 3.4422, -0.2574)
H (2.0008, 0.5084, -4.2575)
H (6.2014, -3.2014, -4.2049)
H (-1.7901, 0.4185, 1.8953)
H (-1.3535, -6.9906, -9.3499)
H (-5.2387, 2.5580, -2.9504)
H (3.3901, -4.0521, -5.7356)
H (-4.7724, -1.1250, 3.0639)
H (1.0878, 1.4506, -1.1260)
H (-2.2905, -6.7080, -2.2433)
H (5.6115, 1.5273, 8.3636)
H (-0.8810, 4.7729, 0.6835)
H (3.1911, 1.4877, 5.4996)
H (-1.0213, -7.6296, -6.7388)
H (-4.1637, 1.2226, 5.9772)
H (2.1103, -1.7215, 8.0611)
H (0.4805, -1.7812, 1.9996)
H (-0.2172, 0.6606, -1.9739)
H (3.7714, -3.4521, 7.1805)
H (0.6383, -4.1250, -7.2672)
H (-2.2734, -1.8379, -6.5027)
H (-0.0523, -5.2737, 1.6011)
H (5.4208, -8.1747, -2.4786)
H (-5.5024, 3.2491, -5.4068)
H (-1.6985, 1.4729, -7.0512)
H (0.6897, 7.6730, 2.1318)
H (-3.8365, 2.8257, -1.9679)
H (4.3217, -3.4241, 5.0709)
H (-1.8007, 1.9347, 6.4300)
H (3.7519, 1.4053, -5.4976)
H (-4.1350, -3.9245, 1.0920)
H (0.8788, -1.4387, -2.2803)
H (-4.0980, -6.2991, -8.1853)
H (4.2058, 3.2062, 3.4543)
H (-2.5924, 3.4424, 6.5897)
H (-2.5582, 5.3893, 0.6353)
H (-1.5635, -1.3592, -7.9945)
H (-1.4406, -1.4139, -1.4366)
H (6.5719, 1.6854, 1.6621)
H (-3.0210, 5.2580, -1.7217)
H (-3.8188, 0.2852, -2.7295)
H (2.5998, -5.6008, -3.4017)
H (-4.1367, 6.6194, -2.0491)
H (4.5785, -2.3616, -4.1551)
H (7.1505, -7.4280, -2.3564)
H (-1.6466, 1.5718, 0.0863)
H (-1.3217, 2.9343, -5.3416)
H (5.7914, 0.5727, -2.8921)
H (-0.1520, -3.1977, -5.9224)
H (4.1800, -1.0940, 1.7420)
H (-5.1405, -1.0525, 6.4508)
H (-0.4824, -3.5247, -2.6742)
H (-5.2839, 5.6574, 2.9221)
H (-3.3811, -3.7589, -5.9583)
H (6.2681, -7.7624, -0.9807)
H (6.3308, -0.3401, 4.9097)
H (3.9870, -1.7357, -6.8867)
H (6.2463, -3.9335, 6.8758)
H (5.3318, 3.6694, -1.5089)
H (-2.4276, -4.5480, 6.3130)
H (-6.7617, 2.2939, 7.3362)
H (-0.4700, 2.6240, 2.0823)
H (-0.8728, -1.1448, 5.8079)
H (6.5245, -1.0520, -1.0650)
H (-5.2134, 2.3567, 8.0282)
H (-2.4576, 9.0449, 4.5283)
H (0.4048, 7.5400, 0.4273)
H (0.1018, 1.9705, -5.5276)
H (2.8100, 2.3186, -1.8082)
H (4.4863, 2.4130, 7.3325)
H (-5.2320, 4.1903, -6.7671)
H (-2.5327, 9.8985, 1.9725)
H (-2.2787, -3.8636, -1.0775)
H (0.4369, 1.3772, 7.2115)
H (-1.2950, 0.7623, 3.5223)
H (-3.7102, -6.6601, -6.5637)
H (-3.6826, 3.0337, -3.7281)
H (-2.1275, -3.3295, -9.8165)
H (7.3999, 1.8235, -0.5634)
H (5.5977, -2.4543, 4.3333)
H (-4.1219, -2.1037, -0.9811)
H (-3.0102, 3.2521, 2.6124)
H (2.1488, -1.3138, -4.2182)
H (7.4874, -5.0866, -2.0113)
H (-3.5447, 8.0655, 3.4718)
H (0.1889, -1.7295, 4.4762)
H (5.0823, -4.7286, -5.9272)
H (-0.2842, 1.2997, -8.7811)
H (0.0290, -6.3316, -7.3418)